Here is a structure of composition C5H5N from OMol25. Energies are from wB97M-V/def2-TZVPD.

Computed properties:
**Largest force on an atom**: 5.0 eV Å⁻¹
**DFT total energy**: -248.06346 hartree
**LUMO energy**: 0.20 eV
**HOMO**: -9.17 eV
**Total charge**: 0
**Relative energy (zero: lowest compared OMol25 entry of this formula, charge and spin)**: 555.49 kJ/mol

Each line ends with the natural charge from an NBO analysis.
Positions of all 11 atoms, in Å:
1 C -2.270 -0.852 0.192  -0.2440
2 C -1.943 0.337 -0.197  0.2500
3 C -0.027 0.357 -0.067  0.3024
4 C -0.643 -1.031 0.179  -0.4543
5 C 1.378 0.713 0.091  -0.6730
6 N -0.951 1.229 -0.409  -0.4403
7 H -0.233 -1.674 1.077  0.2651
8 H -0.474 -1.543 -0.786  0.2691
9 H 1.973 0.366 0.845  0.2404
10 H 1.333 1.790 -0.067  0.2493
11 H 1.856 0.309 -0.858  0.2351

---

Here is the molecule C3H5NO2S from OMol25. Energies are from wB97M-V/def2-TZVPD.

Computed properties:
**Largest force on an atom**: 3.0 eV Å⁻¹
**DFT total energy**: -720.64151 hartree
**LUMO energy**: -0.46 eV
**HOMO**: -9.05 eV
**Total charge**: 0
**Relative energy (zero: lowest compared OMol25 entry of this formula, charge and spin)**: 275.64 kJ/mol

Each line ends with the natural charge from an NBO analysis.
Positions of all 12 atoms, in Å:
1 C 0.752 0.079 -0.066  0.5743
2 C -1.619 0.190 0.136  -0.1645
3 C 1.939 -0.897 -0.092  -0.6877
4 N 0.947 1.318 -0.088  -0.6940
5 O -4.055 0.577 0.104  -0.9209
6 O -0.478 -0.545 -0.034  -0.5045
7 S -3.091 -0.540 -0.031  1.0919
8 H -1.465 1.324 0.450  0.2200
9 H 0.243 1.980 -0.135  0.3560
10 H 2.046 -1.302 0.918  0.2361
11 H 2.852 -0.297 -0.399  0.2517
12 H 1.930 -1.887 -0.764  0.2415

---

Here is a cluster of 13 separate species, C3H31O13 in total from OMol25. Energies are from wB97M-V/def2-TZVPD.

Computed properties:
**Largest force on an atom**: 3.8 eV Å⁻¹
**DFT total energy**: -1111.06514 hartree
**LUMO energy**: 2.40 eV
**HOMO**: -6.01 eV
**Total charge**: -1
**Relative energy (zero: lowest compared OMol25 entry of this formula, charge and spin)**: 87.86 kJ/mol

Each line ends with the natural charge from an NBO analysis.
Positions of all 47 atoms, in Å:
1 C -6.388 -19.877 21.858  -0.6673
2 C -7.787 -19.767 21.168  0.0527
3 C -8.745 -19.149 22.137  -0.6309
4 O -7.740 -18.943 20.003  -1.0193
5 H -5.927 -18.873 22.004  0.1985
6 H -5.766 -20.623 21.321  0.2376
7 H -6.496 -20.363 22.841  0.1857
8 H -8.105 -20.722 20.904  0.1638
9 H -9.761 -19.183 21.757  0.2245
10 H -8.374 -18.112 22.355  0.1833
11 H -8.781 -19.596 23.109  0.1880
12 O -3.704 -17.774 21.722  -0.9686
13 H -3.656 -18.347 22.442  0.4752
14 H -4.596 -17.462 21.618  0.4903
15 O -6.700 -21.186 18.858  -0.9781
16 H -5.890 -20.854 18.417  0.4739
17 H -7.014 -20.497 19.433  0.4853
18 O -10.939 -16.650 21.934  -1.0069
19 H -10.283 -16.760 21.240  0.4873
20 H -11.588 -17.266 21.726  0.4650
21 O -9.339 -16.843 19.828  -0.9860
22 H -8.690 -17.506 20.055  0.5110
23 H -8.824 -16.062 19.642  0.4742
24 O -10.325 -19.986 19.383  -0.9878
25 H -10.927 -19.610 20.039  0.4663
26 H -9.415 -19.782 19.701  0.4947
27 O -12.366 -18.565 20.837  -0.9488
28 H -13.220 -18.957 20.988  0.4807
29 H -12.452 -18.040 20.026  0.4963
30 O -3.244 -20.901 21.970  -0.9415
31 H -2.364 -20.753 22.370  0.4779
32 H -3.312 -21.840 21.820  0.4746
33 O -6.254 -16.382 21.057  -0.9654
34 H -6.632 -17.256 20.850  0.4978
35 H -6.909 -15.960 21.629  0.4653
36 O -5.150 -18.302 19.109  -0.9749
37 H -5.950 -18.773 19.341  0.4829
38 H -4.586 -18.415 19.891  0.4696
39 O -4.331 -19.612 24.240  -0.9669
40 H -5.153 -19.227 24.219  0.4812
41 H -4.299 -20.248 23.568  0.4793
42 O -7.927 -18.599 17.375  -0.9790
43 H -8.818 -18.228 17.202  0.4528
44 H -7.967 -18.767 18.342  0.5022
45 O -6.672 -17.852 24.142  -0.9517
46 H -7.363 -17.504 24.692  0.4708
47 H -7.178 -18.389 23.553  0.4845

---

Here is the molecule C4H4N2O2 from OMol25. Energies are from wB97M-V/def2-TZVPD.

Computed properties:
**Largest force on an atom**: 3.9 eV Å⁻¹
**DFT total energy**: -414.78601 hartree
**LUMO energy**: 0.59 eV
**HOMO**: -9.21 eV
**Total charge**: 0
**Relative energy (zero: lowest compared OMol25 entry of this formula, charge and spin)**: 157.98 kJ/mol

Each line ends with the natural charge from an NBO analysis.
Positions of all 12 atoms, in Å:
1 N -3.220 -0.715 0.095  -0.3308
2 C -2.071 -0.699 -0.113  0.2588
3 C -0.644 -0.614 -0.129  -0.5126
4 C 0.014 0.564 -0.089  0.5377
5 N -0.630 1.756 0.163  -0.7938
6 O 1.392 0.787 -0.084  -0.4945
7 C 2.268 -0.206 -0.003  0.6693
8 O 2.115 -1.364 0.169  -0.5385
9 H -0.026 -1.508 -0.239  0.2845
10 H -1.651 1.751 0.086  0.4132
11 H -0.164 2.542 -0.103  0.3900
12 H 3.323 0.275 -0.238  0.1168

---

Here is a cluster of 15 separate species, C42H120N6O15 in total from OMol25. Energies are from wB97M-V/def2-TZVPD.

Computed properties:
**Largest force on an atom**: 3.9 eV Å⁻¹
**DFT total energy**: -3129.12210 hartree
**LUMO energy**: 0.64 eV
**HOMO**: -8.77 eV
**Total charge**: 0
**Relative energy (zero: lowest compared OMol25 entry of this formula, charge and spin)**: 85.32 kJ/mol

Each line ends with the Löwdin charge.
Positions of all 183 atoms, in Å:
1 C -4.704 0.639 6.660  -0.0712
2 C -4.351 0.958 5.149  -0.2530
3 O -3.381 -0.079 4.825  -0.1517
4 H -3.787 0.800 7.195  0.0635
5 H -5.063 -0.432 6.751  0.0872
6 H -5.446 1.252 7.058  0.0362
7 H -4.004 1.976 4.978  0.0981
8 H -5.268 0.779 4.650  0.0775
9 H -3.675 -0.949 5.215  0.0353
10 C -2.044 -4.617 -0.322  -0.0726
11 C -2.363 -3.612 -1.434  -0.3057
12 O -3.225 -2.580 -0.960  -0.1267
13 H -1.592 -4.059 0.539  0.0786
14 H -1.362 -5.381 -0.666  0.0705
15 H -2.914 -5.085 0.177  0.0704
16 H -2.806 -4.056 -2.394  0.1406
17 H -1.375 -3.278 -1.716  0.0602
18 H -3.601 -2.107 -1.751  0.0767
19 C -5.935 -2.708 3.098  -0.0779
20 C -5.339 -3.131 1.734  -0.3223
21 O -4.717 -2.012 1.157  -0.1171
22 H -6.746 -2.006 2.929  0.0661
23 H -5.153 -2.350 3.761  0.0341
24 H -6.383 -3.604 3.596  0.0857
25 H -6.188 -3.521 1.045  0.1334
26 H -4.646 -3.972 1.900  0.0935
27 H -4.085 -2.337 0.494  0.0272
28 C -1.400 2.634 3.732  -0.0796
29 C 0.088 2.399 3.865  -0.3005
30 O 0.669 2.260 2.576  -0.1288
31 H -1.979 1.816 3.373  0.0285
32 H -1.514 3.512 3.021  0.1099
33 H -1.738 2.955 4.687  0.0602
34 H 0.350 1.600 4.539  0.1051
35 H 0.554 3.348 4.264  0.1272
36 H 0.138 1.542 2.143  0.0529
37 C 5.394 2.191 -3.195  -0.0748
38 C 4.280 3.247 -2.927  -0.2781
39 O 3.057 2.567 -2.729  -0.1098
40 H 6.327 2.759 -3.365  0.0820
41 H 5.275 1.557 -4.082  0.0638
42 H 5.559 1.518 -2.344  0.0583
43 H 4.174 3.989 -3.762  0.1260
44 H 4.506 3.887 -2.054  0.0991
45 H 2.307 3.123 -2.849  0.0244
46 C 1.657 -2.650 -1.998  -0.0603
47 C 2.766 -3.537 -1.391  -0.3204
48 O 3.381 -4.405 -2.342  -0.0787
49 H 2.104 -1.878 -2.624  0.0600
50 H 1.136 -2.223 -1.125  0.0501
51 H 1.044 -3.365 -2.515  0.0668
52 H 2.288 -4.208 -0.657  0.1092
53 H 3.507 -2.997 -0.808  0.0776
54 H 3.950 -3.878 -2.868  -0.0006
55 C 1.823 -0.538 -5.929  -0.0778
56 C 2.026 0.444 -4.831  -0.3289
57 O 3.120 -0.018 -4.054  -0.1045
58 H 1.348 -1.399 -5.481  0.0569
59 H 2.835 -0.751 -6.304  0.0877
60 H 1.172 -0.207 -6.742  0.0816
61 H 1.115 0.578 -4.243  0.0948
62 H 2.236 1.429 -5.227  0.1113
63 H 3.419 0.695 -3.499  0.0234
64 C -1.179 5.486 -3.154  -0.0831
65 C 0.188 5.319 -2.590  -0.2976
66 O 0.676 3.969 -2.550  -0.1146
67 H -1.844 4.782 -2.631  0.0563
68 H -1.187 5.051 -4.158  0.0676
69 H -1.574 6.503 -3.051  0.0879
70 H 0.280 5.829 -1.637  0.1132
71 H 0.881 5.774 -3.276  0.1055
72 H 0.278 3.431 -1.869  0.0004
73 C 2.379 -1.874 2.034  -0.0718
74 C 3.231 -0.667 2.239  -0.3474
75 O 4.565 -1.087 2.181  -0.0586
76 H 1.398 -1.509 2.125  0.0471
77 H 2.560 -2.533 2.873  0.0827
78 H 2.560 -2.318 1.028  0.0707
79 H 2.948 -0.309 3.266  0.1336
80 H 2.927 0.099 1.548  0.0617
81 H 5.113 -0.320 1.974  0.0588
82 C 3.983 4.428 2.775  -0.0321
83 C 4.099 3.908 1.338  -0.4454
84 C 4.320 2.434 1.284  -0.1898
85 O 5.485 1.902 1.957  -0.1843
86 C 6.689 2.408 1.506  -0.1380
87 N 2.837 4.167 0.647  0.0662
88 H 2.999 4.072 3.078  0.0676
89 H 3.944 5.504 2.814  0.0726
90 H 4.707 4.058 3.480  0.0736
91 H 4.886 4.455 0.821  0.1309
92 H 4.292 2.115 0.253  0.1197
93 H 3.470 1.995 1.800  0.1021
94 H 6.882 3.406 1.921  0.0928
95 H 6.791 2.445 0.432  0.0799
96 H 7.495 1.717 1.774  0.0883
97 H 2.067 3.646 1.056  0.0523
98 H 2.884 3.985 -0.350  0.0511
99 C -1.411 -3.171 4.754  -0.0778
100 C -2.795 -3.724 4.741  -0.4049
101 C -2.708 -5.232 5.140  -0.1968
102 O -3.988 -5.821 5.191  -0.1911
103 C -3.977 -7.188 5.331  -0.1470
104 N -3.583 -2.936 5.728  0.0365
105 H -0.729 -3.628 3.982  0.1047
106 H -0.957 -3.454 5.676  0.0707
107 H -1.356 -2.130 4.491  0.0594
108 H -3.196 -3.525 3.749  0.1183
109 H -2.164 -5.316 6.181  0.1599
110 H -2.054 -5.691 4.397  0.1177
111 H -3.659 -7.565 6.318  0.0948
112 H -3.489 -7.682 4.475  0.0932
113 H -5.031 -7.486 5.199  0.0923
114 H -2.914 -2.680 6.496  0.1107
115 H -4.473 -3.270 6.030  0.0715
116 C 7.353 -1.322 -4.023  -0.0604
117 C 6.489 -2.248 -3.237  -0.4250
118 C 6.394 -1.757 -1.846  -0.2116
119 O 7.599 -1.983 -1.109  -0.1627
120 C 7.436 -1.495 0.240  -0.0774
121 N 5.134 -2.431 -3.810  0.0802
122 H 7.624 -1.688 -5.016  0.0820
123 H 8.301 -1.130 -3.527  0.0824
124 H 6.888 -0.328 -4.084  0.0720
125 H 6.990 -3.173 -3.265  0.1308
126 H 5.539 -2.240 -1.340  0.1219
127 H 6.204 -0.701 -1.830  0.1038
128 H 8.288 -1.826 0.772  0.0723
129 H 6.579 -1.881 0.798  0.0762
130 H 7.376 -0.385 0.224  0.0861
131 H 4.601 -1.591 -3.778  0.0374
132 H 5.305 -2.636 -4.788  0.0882
133 C -4.807 2.217 1.427  -0.0244
134 C -5.591 2.036 0.045  -0.3513
135 C -4.682 2.274 -1.136  -0.2075
136 O -3.749 3.354 -1.042  -0.2255
137 C -4.266 4.645 -0.959  -0.1250
138 N -6.038 0.586 -0.077  0.0476
139 H -4.337 3.215 1.420  0.0675
140 H -4.052 1.446 1.582  0.0556
141 H -5.464 2.243 2.274  0.0583
142 H -6.435 2.712 0.048  0.1245
143 H -5.379 2.419 -2.037  0.1444
144 H -4.095 1.447 -1.413  0.0799
145 H -3.465 5.389 -0.807  0.0938
146 H -5.005 4.723 -0.156  0.0821
147 H -4.743 4.889 -1.913  0.0905
148 H -5.535 -0.096 0.467  0.0250
149 H -6.962 0.481 0.324  0.0605
150 C 1.277 0.740 -0.286  -0.0416
151 C -0.088 0.890 -0.862  -0.3776
152 C -1.030 -0.029 -0.153  -0.2478
153 O -1.071 0.370 1.156  -0.2085
154 C -1.895 -0.457 2.031  -0.0316
155 N -0.566 2.305 -0.810  0.1033
156 H 1.323 1.303 0.688  0.0718
157 H 2.038 1.152 -0.934  0.0750
158 H 1.515 -0.250 -0.028  0.0419
159 H -0.063 0.532 -1.935  0.1467
160 H -0.662 -1.071 -0.265  0.1237
161 H -2.022 0.050 -0.639  0.1248
162 H -2.920 -0.174 1.938  0.0524
163 H -1.628 -0.281 3.080  0.0677
164 H -1.723 -1.491 1.720  0.0903
165 H -0.742 2.479 0.161  0.0809
166 H -1.400 2.346 -1.356  0.0593
167 C -1.441 -1.444 -3.899  -0.0385
168 C -2.538 -0.350 -3.891  -0.3615
169 C -2.721 0.276 -5.306  -0.2261
170 O -1.704 1.079 -5.794  -0.1673
171 C -1.708 2.380 -5.245  -0.0937
172 N -3.759 -1.129 -3.588  0.0302
173 H -1.268 -1.708 -2.880  0.0288
174 H -0.518 -1.191 -4.432  0.0638
175 H -1.799 -2.367 -4.286  0.0722
176 H -2.326 0.350 -3.097  0.1112
177 H -3.677 0.822 -5.244  0.1168
178 H -2.969 -0.561 -5.981  0.1328
179 H -2.698 2.813 -5.289  0.0859
180 H -1.040 2.950 -5.896  0.0998
181 H -1.372 2.383 -4.224  0.0666
182 H -4.168 -1.636 -4.377  0.0973
183 H -4.508 -0.540 -3.245  0.0766

---

Here is the molecule C4H9NO2S from OMol25. Energies are from wB97M-V/def2-TZVPD.

Computed properties:
**Largest force on an atom**: 6.8 eV Å⁻¹
**DFT total energy**: -761.08236 hartree
**LUMO energy**: 0.63 eV
**HOMO**: -8.92 eV
**Total charge**: 0
**Relative energy (zero: lowest compared OMol25 entry of this formula, charge and spin)**: 475.39 kJ/mol

Each line ends with the natural charge from an NBO analysis.
Positions of all 17 atoms, in Å:
1 N -1.294 0.718 -1.331  -0.8518
2 C 0.117 0.216 -1.249  -0.0960
3 C 0.835 0.913 -0.284  -0.4083
4 S 0.280 2.062 0.956  0.0025
5 C 0.641 -0.580 -0.069  0.1980
6 O 1.635 -1.686 -0.222  -0.6937
7 C -0.530 -0.970 0.807  -0.1388
8 O 0.097 -0.928 2.180  -0.7307
9 H -1.830 0.965 -0.533  0.3705
10 H -1.903 0.119 -1.933  0.3663
11 H 0.415 0.223 -2.287  0.2309
12 H 1.961 0.833 -0.535  0.2523
13 H 0.156 3.043 0.154  0.1305
14 H 1.442 -2.204 0.700  0.4899
15 H -0.610 -2.139 0.772  0.2000
16 H -1.687 -0.538 0.567  0.2217
17 H 0.277 -0.047 2.307  0.4567